Computed, not measured: a cluster of 12 separate species, C40H110N8O12 in total in a non-equilibrium geometry, with ωB97M-V/def2-TZVPD.

XYZ file:
```
170
Properties=species:S:1:pos:R:3:forces:R:3
O -4.00374 -1.59684 0.76866 0.15 0.09 0.68
O 1.49268 3.00703 6.89705 -0.17 -0.24 -0.63
O -3.96223 1.54172 -1.95062 1.38 -1.42 0.35
O 2.11033 3.34137 -1.84967 0.31 -0.01 -0.34
O 3.09374 -2.09131 2.72946 1.14 0.85 -0.79
O 2.80281 3.46183 1.91683 -0.34 -1.05 -0.12
O 6.06066 0.27559 -1.05982 0.08 0.78 0.05
O -0.68520 -0.01314 1.24458 -0.63 0.84 -0.31
O -3.95116 2.25061 3.89176 0.48 0.45 1.20
O 1.26239 -5.04943 -2.57631 0.31 0.29 0.63
O 4.37523 -0.54581 -5.51138 0.96 1.96 -0.04
O -4.87345 -4.27461 -3.48421 0.02 0.61 0.73
N -4.39402 3.79040 0.55216 0.63 0.04 1.40
N -1.64789 -1.48612 -0.98419 1.99 1.20 0.75
N 0.64592 -2.95597 5.12960 0.41 -0.83 1.33
N 6.03563 2.93030 3.50487 0.78 -0.85 -0.62
N -2.20254 -4.13225 -2.83238 -0.18 0.08 0.49
N -2.45445 -1.94908 2.38984 1.65 -0.44 0.93
N -4.59019 -2.63200 2.65860 -1.79 -0.61 1.03
N 0.09592 3.91410 -4.87877 0.68 0.18 -1.02
C -5.78676 -3.20524 -3.70428 0.08 -0.72 0.39
C 2.02346 -1.86108 3.59031 0.16 0.76 -0.45
C -4.05649 3.54907 1.99215 0.65 -1.07 -2.29
C 5.06481 3.46365 2.56840 0.30 0.57 0.20
C 0.34957 2.70284 6.03436 1.40 0.48 0.59
C 2.22020 -1.43155 -6.15438 0.99 1.02 0.15
C 0.82162 -3.90681 2.93818 1.10 -1.11 -1.29
C -5.79015 1.88000 -3.50590 0.76 -0.90 0.52
C 5.79871 4.00410 1.36412 -0.14 1.35 -0.26
C -0.02381 0.08331 -0.01725 -1.31 -1.82 -0.16
C -4.21354 4.78914 2.82722 1.68 -0.15 -0.23
C 5.17462 1.30612 -1.60916 0.28 0.42 1.75
C 3.90509 2.57319 2.13787 -0.75 1.70 1.17
C -5.35818 1.42421 -2.08353 -0.67 1.82 -0.60
C -2.59133 -5.27919 -0.72560 0.21 0.00 0.84
C 0.54365 -1.10246 -2.03863 0.82 1.09 -0.97
C 3.35244 -1.38194 -5.11631 -2.13 -1.40 0.07
C 1.57592 -3.20772 3.99080 -0.14 -0.14 2.34
C 1.73887 3.41973 -3.21742 -0.91 -0.01 0.45
C -4.46660 -4.41212 -2.06964 -0.68 0.50 -2.48
C -5.81628 0.08258 -1.68470 -1.63 -1.18 -1.05
C -3.11067 -5.05652 -2.12029 0.78 0.11 0.07
C -0.18067 -1.26952 -0.74517 -0.44 0.15 -0.04
C 1.67161 2.74928 1.38690 -0.06 1.18 -0.01
C 3.83122 -0.93240 2.32151 -1.84 0.26 0.25
C -4.40851 1.36789 4.90304 -0.19 -0.61 -1.56
C 5.92206 2.20826 -2.61554 -0.14 -1.96 -0.07
C 1.33733 -5.78331 -0.18234 2.01 -0.17 0.60
C -3.67685 -2.03849 1.87749 -0.05 0.37 -1.58
C -0.69486 3.78808 6.22630 -0.62 -1.18 -1.36
C 3.90328 -2.77676 -4.80394 -0.60 0.16 -1.70
C 0.44163 4.23628 -3.52066 0.06 -0.46 0.57
C -1.69922 0.99912 1.45772 0.94 0.69 -0.38
C -0.71427 3.81084 -2.61058 1.18 -1.04 -0.04
C 0.82034 2.46101 4.59821 0.28 0.18 -0.55
C 2.13382 -7.26368 -2.06288 -0.10 -0.12 0.89
C 2.51200 4.56925 -1.32012 -0.10 1.66 -0.23
C -4.65547 2.35377 2.67616 -1.11 -0.51 1.20
C 1.20022 -6.13343 -1.62736 -1.46 -0.88 -1.41
C 3.95095 0.54762 -2.11493 2.19 0.67 -1.55
H -1.83605 -2.01378 -1.80217 0.07 -0.90 -0.71
H 0.94356 3.57598 1.17038 0.33 -1.08 0.08
H 0.16354 -6.44474 -1.80488 0.07 -0.34 0.15
H 1.93713 -8.21065 -1.52547 -0.28 0.41 -0.28
H -0.69259 2.70641 -2.79505 -0.79 0.64 0.53
H 2.36825 -1.39459 4.52746 -0.14 0.63 -0.35
H 4.10383 2.07602 1.22192 0.43 -0.81 -0.95
H 6.52312 1.51453 -3.23599 -0.37 0.34 0.01
H 0.65271 5.29313 -3.45760 0.13 0.45 0.23
H 1.18326 -2.52074 5.89048 -0.17 0.39 -0.52
H 3.27335 1.21735 -2.62360 -0.42 0.12 0.25
H 4.74095 4.31270 3.15035 -1.15 0.37 -0.22
H 0.59217 -1.98923 -2.65411 -0.32 -0.31 -0.22
H -5.28431 -4.98486 -1.68199 -0.06 -0.68 1.02
H 2.01248 -4.46979 -2.39203 0.04 -0.14 0.07
H 3.12832 -6.99170 -1.71628 0.44 0.06 -0.50
H 5.18102 2.68208 -3.23488 -0.12 0.56 -0.33
H 6.62690 2.23852 3.04977 -0.05 -0.10 0.28
H 0.99924 0.37149 0.09224 0.76 0.14 0.24
H 1.58676 -0.81662 -1.84461 -0.13 -0.16 0.05
H 6.71602 0.71686 -0.48517 -0.45 -0.29 -0.49
H -0.07347 -3.38438 2.68425 -0.66 0.43 -0.17
H 4.70641 -2.92575 -5.55278 -0.22 -0.46 0.68
H 3.00989 4.44462 -0.36555 0.38 -0.41 -0.02
H 4.81479 1.88116 -0.70943 0.36 -0.02 -0.95
H -2.37855 1.18416 0.59913 0.50 -0.58 0.12
H 4.23948 -2.73626 -3.79047 0.69 -0.46 0.54
H 0.08941 4.68485 -5.52595 -0.01 0.11 0.08
H -4.35708 4.46123 3.86273 -0.19 0.70 -0.21
H 2.51813 -3.71922 4.33977 -0.93 -0.03 -0.53
H 3.56268 0.05493 -1.26914 -0.88 -0.70 0.74
H -2.30791 0.62757 2.28101 0.20 0.49 0.20
H -6.32708 -2.90167 -2.80997 0.52 0.38 0.47
H 0.58698 -4.90967 3.23634 -0.41 -0.63 0.29
H -5.29732 -2.39247 -4.22173 0.12 0.48 0.12
H -5.10259 2.63342 -3.85060 0.56 0.11 -0.17
H -5.82505 2.17795 -1.42871 0.25 -0.20 0.29
H 5.21510 4.67968 0.68962 0.21 -0.20 1.01
H 2.07094 -7.43345 -3.13798 0.19 0.09 0.15
H -0.21541 4.72302 6.02455 0.06 0.77 -0.02
H -4.58690 1.41678 2.18467 0.50 -0.93 -1.27
H -1.17211 1.98783 1.63699 -0.71 -1.02 0.29
H 1.45822 1.53846 4.45925 -0.46 1.05 0.54
H -6.91480 0.04690 -1.76072 0.16 -0.01 -0.08
H -6.60477 -3.54522 -4.29457 -0.47 -0.53 -1.05
H -0.52659 3.99431 -1.55448 0.15 -0.11 0.06
H -2.24300 -2.35494 3.29140 -0.13 0.17 -0.15
H 6.63478 2.90896 -2.20424 -0.14 0.30 0.43
H 1.21081 -6.66968 0.48051 0.07 0.48 -0.60
H -2.71912 -4.39514 -0.14168 -0.32 0.92 0.50
H 2.66235 -1.85428 -7.03428 -0.01 -0.39 -0.78
H -1.46592 3.58497 5.44501 0.17 0.47 0.66
H 4.34051 -0.15356 -2.86507 -0.30 -0.19 0.25
H 3.09054 -3.54796 -4.92468 0.91 0.70 0.16
H -0.53543 0.73742 -0.70814 -0.20 0.78 0.15
H -1.16429 3.77162 7.21526 0.21 0.01 -0.15
H -4.51987 -3.33021 3.37682 0.73 0.21 0.02
H -1.52599 -5.41660 -0.68984 0.61 -0.37 -0.33
H 4.13157 0.41361 -5.42564 0.13 -1.51 -0.09
H -4.05801 1.70491 5.85833 0.20 0.28 0.42
H -3.99217 0.38387 4.67648 0.04 -0.28 0.29
H 5.59146 2.51509 4.30515 -0.12 -0.21 0.24
H -5.72366 2.40132 2.90747 -0.36 0.68 -0.06
H 1.39407 -2.03787 -5.81694 -0.35 -0.02 0.08
H 3.15446 -0.06510 2.09657 0.23 -0.94 -0.42
H 2.52130 3.84950 -3.84261 0.40 0.00 0.02
H -4.45424 -3.41755 -1.60614 0.33 -0.18 0.07
H -0.01922 1.75948 6.34700 -0.70 -1.04 0.51
H 0.38539 -2.07473 -0.21838 -0.80 0.21 0.19
H -2.07855 -1.93004 -0.20173 -0.52 -0.12 0.30
H -5.60338 -0.16279 -0.67325 0.59 -0.22 0.89
H -1.66573 4.26334 -2.85271 -0.17 -0.02 -0.33
H 1.58385 2.37298 -3.50555 -0.17 0.26 -0.20
H -1.66596 -1.55007 1.89358 -0.20 0.23 -0.25
H -5.34999 4.05297 0.48752 -0.84 0.05 -0.41
H -2.98587 3.27901 1.94912 -0.29 0.23 0.21
H -3.03439 -6.08795 -0.13928 -0.23 -0.11 -0.45
H 3.63881 1.85027 2.90427 -0.01 -0.17 0.27
H 1.63413 5.19777 -1.04877 0.27 -0.11 -0.46
H 0.67944 -5.01774 0.16755 -0.55 0.55 -0.02
H -4.89497 5.50942 2.40684 -0.61 0.07 0.17
H 1.44357 -4.03403 2.03794 -0.20 0.28 0.22
H 1.31576 3.33381 4.10718 -0.18 -0.58 0.61
H -5.75183 1.00319 -4.15156 -0.07 0.16 -0.39
H -3.58016 0.62874 -1.78714 -0.48 1.50 -0.18
H -3.20240 5.19914 2.69834 -0.41 0.71 0.67
H 4.45029 -0.51160 3.09287 0.63 -0.24 0.75
H -6.74439 2.36815 -3.56421 -0.78 -0.19 0.26
H 2.39524 -5.42166 -0.04675 -0.82 -0.20 0.24
H -1.25288 -4.48906 -2.86504 -0.09 0.00 -0.12
H -4.13778 3.06643 -0.11597 -0.15 -0.06 0.39
H -2.53831 -3.91197 -3.76195 -0.01 -0.29 0.05
H 1.18491 3.00284 7.81095 -0.02 0.01 -0.17
H 0.14521 -0.24159 -2.61970 -0.07 -0.63 0.12
H 1.92585 -0.39367 -6.41092 -0.20 -0.58 0.21
H -5.49890 1.23687 4.91663 0.03 0.36 -0.01
H 0.43273 -3.83537 5.62482 -0.22 0.13 -0.81
H 1.94204 2.22408 0.46311 -0.04 0.24 -0.03
H -0.76198 3.42295 -4.94700 -0.76 -0.42 -0.09
H -0.07684 2.25837 4.00274 -0.02 0.03 0.04
H 4.41631 -1.25128 1.48543 0.36 0.16 -0.58
H 1.24624 2.00548 2.08637 0.21 0.40 -0.10
H 1.20102 -1.30625 3.06535 0.57 -0.02 0.62
H -3.10992 -6.03229 -2.60335 -0.57 -0.13 -0.34
H -5.45607 -0.72190 -2.35960 0.10 0.49 0.37
H 3.17029 5.16608 -2.03726 -0.68 -0.76 0.80
H 2.89572 -1.11101 -4.18612 -0.27 0.95 0.73
H -5.52187 -2.44000 2.37314 -0.57 -0.13 -0.33
H 6.04057 3.22562 0.68799 0.70 -1.17 -0.55
H 6.71164 4.49888 1.72260 -0.24 0.01 -0.38
```
Forces are in eV/Å.

Values from the calculation:
Energy above the lowest of the compared OMol25 structures with the same formula, charge and spin ... 0.0000 eV
LUMO ... 0.445 eV
SMILES ... COC[C@H](C)N.COC[C@H](C)N.COC[C@H](C)N.COC[C@H](C)N.COC[C@H](C)N.COC[C@H](C)N.NC(N)=O.CC(C)O.CC(C)O.CC(C)O.CC(C)O.CC(C)O
Net charge ... 0
Orbital gap ... 9.0568 eV
HOMO energy ... -8.61 eV

Löwdin population analysis, charges in e, atoms 1 to 8: -0.006 -0.072 -0.077 -0.221 -0.181 -0.201 -0.078 -0.229